Entry 1:
Formula: C5H11NO
Source: the Open Molecules 2025 dataset
Level of theory: ωB97M-V with the def2-TZVPD basis set

The HOMO energy is -8.761 eV. Its molecular weight is 101.149 g/mol. The calculation puts the electronic energy at -327.00525 a.u. As for the energy above the lowest of the compared OMol25 structures with the same formula, charge and spin: 79.1 kcal per mole.

XYZ file:
```
18
Properties=species:S:1:pos:R:3:forces:R:3
C -1.4680 2.1804 -1.1119 0.0 0.2 -0.1
N -0.2301 1.4435 -0.9286 -0.1 0.0 -0.1
C -0.2639 0.2720 -0.2379 -0.3 0.1 -0.2
O -1.3287 -0.1608 0.1718 -1.1 0.4 -1.2
C 0.9983 -0.3884 0.1866 -0.9 -0.5 0.9
C -0.0279 -0.9729 1.8834 1.4 0.2 -0.3
C 1.3434 -1.7713 -0.3369 -0.2 -0.2 0.0
H -1.9941 1.8920 -2.0312 0.1 0.0 0.2
H -1.2580 3.2560 -1.1385 0.0 -0.2 0.0
H -2.1190 1.9543 -0.2609 0.2 0.1 -0.3
H 0.5736 1.6859 -1.4797 0.1 0.1 0.1
H 1.8993 0.2905 0.0178 -1.1 -0.6 1.3
H -1.0550 -1.4460 1.9408 1.4 0.7 -1.2
H -0.0595 -0.0862 2.5143 0.4 -0.2 0.0
H 0.7081 -1.7127 2.1147 0.5 -0.2 0.9
H 2.0084 -2.2602 0.3905 -0.2 0.1 -0.2
H 0.4207 -2.3483 -0.3842 0.1 -0.2 -0.1
H 1.8523 -1.8278 -1.3101 -0.2 0.3 0.2
```
Positions in Å, forces in eV/Å.


Entry 2:
Formula: C5H11NO
Source: the Open Molecules 2025 dataset
Level of theory: ωB97M-V with the def2-TZVPD basis set

The HOMO energy is -9.233 eV. Its molecular weight is 101.149 g/mol. The calculation puts the electronic energy at -327.05820 a.u. Its SMILES is CCCNC(C)=O. As for the energy above the lowest of the compared OMol25 structures with the same formula, charge and spin: 45.9 kcal per mole.

XYZ file:
```
18
Properties=species:S:1:pos:R:3:forces:R:3
C -1.7398 -2.3510 -0.2417 1.8 -2.0 -1.9
C -0.8796 -1.4126 -1.0719 0.2 1.3 -0.9
N -0.4106 -0.1661 -0.7002 -0.2 0.8 2.5
C 0.1040 0.0948 0.6379 -1.2 -2.2 2.3
C 1.3344 0.9214 0.6744 1.0 3.4 1.5
C 1.1381 2.5125 0.2974 3.7 -2.9 0.8
O -0.6904 -1.6829 -2.2244 0.0 -1.1 -1.9
H -1.1596 -2.8689 0.5618 -0.8 0.3 -0.7
H -2.2094 -3.0332 -1.0580 1.4 0.6 1.6
H -2.5850 -1.8855 0.0811 -2.1 1.7 1.7
H -0.0604 0.5031 -1.3661 -0.2 -0.7 -0.8
H 0.4510 -0.9343 0.9740 -0.5 1.1 0.2
H -0.6600 0.4486 1.3981 0.5 -0.3 -1.0
H 1.8604 0.5152 -0.1582 1.5 -0.3 -0.2
H 1.9312 0.9483 1.7183 -1.4 -0.7 -2.5
H 0.6588 3.0346 1.0928 -0.5 0.6 0.1
H 2.1926 2.8871 0.0274 -1.5 -0.2 1.0
H 0.7243 2.4688 -0.6427 -1.9 0.6 -1.9
```
Positions in Å, forces in eV/Å.


Entry 3:
Formula: C5H11NO
Source: the Open Molecules 2025 dataset
Level of theory: ωB97M-V with the def2-TZVPD basis set

The HOMO energy is -9.299 eV. Its molecular weight is 101.149 g/mol. The calculation puts the electronic energy at -327.11537 a.u. Its SMILES is CC(C)N(C)C=O. As for the energy above the lowest of the compared OMol25 structures with the same formula, charge and spin: 10.0 kcal per mole.

XYZ file:
```
18
Properties=species:S:1:pos:R:3:forces:R:3
C -0.9429 -1.4299 -0.5838 0.0 -0.1 0.0
C -0.6154 0.0549 -0.4663 -0.2 0.1 0.0
C -1.4798 0.7526 0.5875 0.0 0.0 0.0
N 0.8096 0.2813 -0.1976 0.0 0.3 -0.2
C 1.4963 -0.5204 0.7910 0.1 -0.1 0.1
C 1.3891 1.4036 -0.7101 0.0 -0.1 0.0
O 0.8405 2.2099 -1.4366 0.1 -0.2 0.2
H -0.8291 -1.9516 0.3742 0.0 0.1 -0.1
H -1.9860 -1.5521 -0.8952 0.2 0.1 0.0
H -0.3042 -1.9150 -1.3288 -0.1 0.0 0.1
H -0.7990 0.5403 -1.4289 0.0 -0.1 0.1
H -1.2322 1.8169 0.6123 -0.1 -0.1 0.1
H -2.5452 0.6477 0.3509 0.2 0.0 0.0
H -1.3195 0.3220 1.5837 0.0 0.1 -0.1
H 0.9939 -0.4719 1.7662 0.1 0.0 -0.1
H 1.5602 -1.5708 0.4853 0.0 0.2 0.0
H 2.5131 -0.1363 0.9103 -0.1 -0.1 0.0
H 2.4506 1.5187 -0.4141 -0.2 -0.1 0.0
```
Positions in Å, forces in eV/Å.


Entry 4:
Formula: C5H11NO
Source: the Open Molecules 2025 dataset
Level of theory: ωB97M-V with the def2-TZVPD basis set

The HOMO energy is -6.773 eV. Its molecular weight is 101.149 g/mol. The calculation puts the electronic energy at -327.00985 a.u. As for the energy above the lowest of the compared OMol25 structures with the same formula, charge and spin: 76.2 kcal per mole.

XYZ file:
```
18
Properties=species:S:1:pos:R:3:forces:R:3
C -1.9248 -0.8997 -0.4546 0.0 0.0 0.0
C -1.5320 0.2597 0.4507 -0.2 0.1 0.0
N -0.0635 0.4434 0.5926 0.2 0.1 0.0
C 0.4408 0.3549 1.8223 0.1 -0.1 0.0
C 0.6062 0.7256 -0.5332 -0.1 -0.1 0.0
C 2.0516 0.4216 -0.7214 0.1 0.4 0.3
O 2.2426 -0.6812 -1.6109 -0.1 -0.3 0.0
H -3.0136 -0.9060 -0.5749 0.2 0.0 0.0
H -1.6244 -1.8614 -0.0262 0.0 0.1 0.0
H -1.4755 -0.8072 -1.4467 -0.1 0.0 0.2
H -1.9230 1.2031 0.0585 0.1 -0.1 0.0
H -1.9366 0.1279 1.4560 0.1 0.0 -0.1
H 1.4455 0.7071 2.0001 -0.1 -0.2 0.0
H -0.1263 -0.1410 2.5949 -0.1 0.1 -0.1
H 0.0053 0.9786 -1.3980 0.0 -0.1 0.1
H 2.5916 1.2500 -1.1905 -0.1 -0.1 0.1
H 2.5405 0.2225 0.2431 -0.1 0.0 -0.2
H 1.6959 -1.3977 -1.2618 0.1 0.1 -0.2
```
Positions in Å, forces in eV/Å.


Entry 5:
Formula: C5H11NO
Source: the Open Molecules 2025 dataset
Level of theory: ωB97M-V with the def2-TZVPD basis set

The HOMO energy is -9.361 eV. Its molecular weight is 101.149 g/mol. The calculation puts the electronic energy at -327.05571 a.u. Its SMILES is C[C@H]1CN1CCO. As for the energy above the lowest of the compared OMol25 structures with the same formula, charge and spin: 47.5 kcal per mole.

XYZ file:
```
18
Properties=species:S:1:pos:R:3:forces:R:3
C 0.2712 0.9814 -2.2845 0.0 0.0 0.0
C -0.0788 1.1238 -0.8236 0.1 0.2 -0.1
C -1.3855 0.7127 -0.2580 -0.3 0.1 0.0
N -0.1958 -0.0960 -0.0404 0.1 0.0 0.0
C 0.3745 -0.1216 1.3104 0.0 0.0 0.1
C 0.7750 -1.5584 1.6289 0.3 0.2 0.1
O -0.3057 -2.4347 1.4173 -0.2 0.0 -0.2
H 1.3493 0.8253 -2.4034 -0.1 0.0 0.0
H -0.0127 1.8762 -2.8517 0.0 -0.1 0.1
H -0.2441 0.1188 -2.7184 0.1 0.1 0.1
H 0.3973 1.9682 -0.3154 -0.1 -0.2 -0.1
H -2.1527 0.2738 -0.8951 0.2 0.1 0.1
H -1.7625 1.2805 0.5935 0.0 -0.1 -0.1
H 1.2525 0.5357 1.3755 -0.1 -0.1 0.0
H -0.3661 0.2229 2.0473 0.1 -0.1 -0.1
H 1.6417 -1.8413 1.0104 -0.1 0.0 0.1
H 1.0664 -1.6485 2.6803 0.0 0.0 -0.1
H -0.6241 -2.2187 0.5271 0.0 -0.1 0.1
```
Positions in Å, forces in eV/Å.


Entry 6:
Formula: C5H11NO
Source: the Open Molecules 2025 dataset
Level of theory: ωB97M-V with the def2-TZVPD basis set

The HOMO energy (spin up / spin down) is -7.193 / -7.111 eV. Its molecular weight is 101.149 g/mol. The calculation puts the electronic energy at -327.01143 a.u. As for the energy above the lowest of the compared OMol25 structures with the same formula, charge and spin: 75.2 kcal per mole.

XYZ file:
```
18
Properties=species:S:1:pos:R:3:forces:R:3
C 1.0269 -0.8949 1.9738 0.0 0.0 0.0
C 1.4090 1.1556 -0.9955 0.4 0.2 0.0
N 0.1303 0.8810 -0.7722 -0.3 -0.6 -0.2
C -0.7748 1.6500 -0.1382 -0.2 0.3 0.0
C -0.3009 -0.4720 -1.2108 0.2 -0.1 -0.2
O 0.4362 -1.1274 -1.8907 -0.3 0.3 0.3
C -1.6487 -0.9542 -0.7485 0.0 0.0 0.0
H 1.9493 -0.6225 2.4921 -0.1 0.0 -0.1
H 1.2822 -1.4147 1.0456 0.0 0.1 0.1
H 0.4351 -1.5562 2.6122 0.1 0.1 -0.1
H 2.0420 0.3828 -1.3972 -0.1 0.1 0.0
H 1.7694 2.1404 -0.7339 0.0 -0.1 0.0
H -0.4466 2.6257 0.1930 0.0 -0.1 0.0
H -1.8230 1.4266 -0.2393 0.2 0.0 0.0
H 0.4534 0.0104 1.7494 0.1 -0.2 0.1
H -1.7358 -1.9995 -1.0448 0.0 0.1 0.0
H -2.4481 -0.3811 -1.2286 0.1 -0.1 0.1
H -1.7558 -0.8502 0.3335 0.0 0.0 -0.1
```
Positions in Å, forces in eV/Å.